1.
Density functional theory data (wB97M-V/def2-TZVPD) for a structure of composition C30H23ClN3PPdS.

Element x y z (Å)
Pd 0.70455 0.23006 -1.56669
Cl 0.67478 -1.61551 -3.45342
S 0.54701 3.43165 -1.38440
P -0.68402 -1.10835 -0.59847
N 3.43050 0.22669 -0.69673
N 2.68708 3.55240 0.57748
N 1.65252 2.18740 -1.03284
C -2.94982 -1.72101 2.81281
C -1.97354 -2.04972 3.74040
C -0.63963 -2.08753 3.35248
C -2.60402 -1.44022 1.49573
C 5.47125 -0.66208 0.16452
C 0.29091 5.46396 2.65404
C -0.78071 -5.22121 -1.17878
C -0.78309 4.79866 0.61283
C -0.94872 -3.95903 -0.62855
C 0.25940 -4.23375 -3.09979
C -0.51553 -2.80929 -1.28960
C -0.82969 5.45207 1.83761
C 4.77612 1.54347 0.75803
C 3.63805 1.35358 -0.02135
C -0.17562 -5.35864 -2.41882
C -1.27126 -1.47821 1.09686
C -3.78545 1.22950 -1.87430
C -3.04508 -1.42159 -2.21665
C 4.31908 -0.74991 -0.60672
C -4.17538 -0.92294 -2.85707
C 5.70143 0.51617 0.85091
C 1.45501 4.82152 2.25525
C -4.54869 0.40028 -2.68919
C 1.51092 4.19886 1.01777
C 2.58463 2.39386 -0.18812
C 0.39473 4.20208 0.19302
C -2.26661 -0.59529 -1.41174
C -0.29346 -1.79157 2.04353
C 0.09375 -2.98053 -2.53162
C -2.65235 0.73453 -1.25075
H -2.04617 1.38090 -0.62585
H 4.09790 -1.64528 -1.17796
H 3.39203 3.50711 1.29383
H -2.77367 -2.46055 -2.35770
H -4.76393 -1.57727 -3.48855
H -5.42639 0.78674 -3.19184
H -0.04001 -6.33854 -2.85773
H -3.99027 -1.68527 3.11136
H -4.06913 2.26566 -1.73698
H 0.74927 -1.79674 1.74239
H 4.97678 2.47353 1.27230
H -1.74067 5.94104 2.15548
H 0.12947 -2.33564 4.07324
H 0.25867 5.96373 3.61300
H 0.73156 -4.31828 -4.06962
H -1.65441 4.76115 -0.02940
H 6.59339 0.64193 1.45072
H -3.37670 -1.19348 0.77893
H -2.24920 -2.26948 4.76407
H 2.32537 4.81160 2.90208
H 6.16535 -1.48951 0.21449
H -1.43181 -3.86007 0.33534
H -1.12646 -6.09365 -0.63932

Computed properties:
**Kohn-Sham gap**: 6.2 eV
**Maximum force**: 1.0 eV/A
**E_HOMO**: -0.22570 Ha
**Net charge**: 0



2.
Density functional theory data (wB97M-V/def2-TZVPD) for a structure of composition C30H23FeN10S2Se.

Element x y z (Å)
Se 4.63192 -2.75284 0.90216
Fe 0.41590 -1.43233 0.68712
S -0.97229 1.02993 -1.24423
S -0.89721 -3.41710 0.84600
N -2.49249 -1.18869 0.50183
N -0.15870 -0.33956 -1.50163
N 0.74552 -0.17912 2.60839
N -1.41370 -0.62660 1.15214
N 0.27237 -0.00570 -3.77319
N 2.19699 0.11389 0.17695
N 1.17901 -2.53328 -1.42142
N 3.02035 -2.01696 0.70787
N -3.33550 -3.16661 -0.20615
N 5.53018 -1.25065 0.55482
C 2.27597 -4.37182 -2.44119
C -5.27777 1.18997 4.02434
C -0.88152 1.84047 -2.76059
C -3.02359 0.39650 4.16894
C 0.92493 2.13470 4.15340
C -0.28255 1.76623 3.58373
C 4.89756 1.07124 0.17196
C 1.19304 -1.94812 -2.60299
C -1.58008 0.12725 2.17376
C -5.16544 1.23344 2.64152
C -1.41730 3.11403 -2.90031
C -0.38461 1.86908 -5.13249
C -2.87911 0.51052 2.78448
C 1.68958 -3.75822 -1.34346
C 1.77983 -2.45927 -3.74646
C 1.90553 0.17715 3.18713
C -0.32906 1.23801 -3.90561
C -0.32122 0.59071 2.82230
C 2.32950 -3.73660 -3.65506
C 2.02533 1.29143 3.97216
C 2.50483 1.38701 0.01388
C -1.43899 3.76631 -4.11933
C -2.31245 -2.48075 0.35468
C -0.92053 3.13343 -5.24927
C -3.98214 0.90915 2.01355
C 3.84032 1.89880 0.03224
C -4.23340 0.71222 4.78742
C 4.63833 -0.31190 0.36403
C 3.24393 -0.74907 0.41511
C 0.39086 -0.69704 -2.63556
H 0.00220 1.37558 -6.01244
H 1.67538 2.09256 -0.09713
H 2.78996 -4.18269 -4.53111
H -4.33553 0.59517 5.86464
H -1.83489 3.58433 -2.01226
H 1.84801 -1.88614 -4.65232
H -0.99526 3.57542 -6.22484
H -4.26954 -2.78404 -0.16350
H -3.92832 0.93061 0.94334
H -2.18269 0.03041 4.75877
H 1.64466 -4.22141 -0.37356
H -5.99875 1.59341 2.03807
H 2.75679 -0.49466 3.04194
H 5.91334 1.44929 0.19570
H 1.01256 3.04374 4.74893
H -3.24370 -4.15891 -0.11024
H -6.21162 1.50027 4.48295
H 2.96689 1.50826 4.44706
H 4.01266 2.97426 -0.04016
H -1.80355 4.77514 -4.18461
H 0.72790 -0.37599 -4.58716
H 2.70594 -5.36625 -2.37151
H -1.18456 2.36241 3.67648

Computed properties:
**Kohn-Sham gap (spin up / spin down)**: 6.1 / 4.4 eV
**Maximum force**: 1.1 eV/A
**Multiplicity**: 6
**E_HOMO (spin up / spin down)**: -0.46542 / -0.46791 Ha
**Net charge**: +2
**Energy above the lowest of the compared OMol25 structures with the same formula, charge and spin**: 0.000 eV



3.
Density functional theory data (wB97M-V/def2-TZVPD) for a structure of composition C30H23GdN6O2.

Element x y z (Å)
Gd -0.24981 0.05753 0.40725
O 0.77001 -3.89388 -6.10504
O 1.63048 -1.93868 -6.82581
N -1.80728 2.06225 0.36583
N -1.30072 0.50755 -1.73063
N -0.79420 -1.79714 3.24728
N 1.82894 0.57155 1.37053
N -0.03433 -1.00765 2.66922
N -2.09767 -1.67817 1.23264
C 0.25053 -1.82770 -4.90660
C -3.00526 3.94022 1.31901
C 2.77399 1.16843 4.89600
C -1.97764 1.57940 -1.95529
C -2.34536 2.37049 -0.80081
C -0.71338 -1.62459 -2.70323
C 4.97285 0.76137 -1.28382
C -0.76045 -0.23518 -2.80614
C 3.65843 1.16807 -1.66782
C 1.11658 -0.59356 4.83339
C 1.89839 0.41752 2.77287
C 1.89752 0.27962 5.55834
C 0.91620 -2.55328 -6.06393
C -3.24311 -1.93611 0.57885
C 1.02252 -0.44531 3.45712
C 4.25328 0.38397 0.98069
C 0.23295 -0.44653 -4.97662
C -4.03037 -3.24518 2.44323
C 2.83720 1.14661 3.50728
C -4.26092 -2.70457 1.17533
C -0.14838 -2.42215 -3.74219
C 2.66335 1.13099 -0.75916
C -1.90799 -2.23108 2.46788
C -3.46174 4.28979 0.07569
C -3.14092 3.52740 -1.00455
C -0.20514 0.35322 -3.96584
C 2.91377 0.66113 0.56885
C -2.81004 -3.02974 3.07831
C 5.26079 0.43551 0.05769
C -2.15229 2.82513 1.41214
H 0.61135 0.03328 -5.88335
H -1.25990 -2.08466 -1.87817
H 0.50842 -1.36594 5.29641
H -5.20074 -2.89606 0.67522
H -3.52255 3.71639 -2.01823
H -2.32157 1.84770 -2.95405
H 3.45212 1.73852 5.49024
H 1.65621 1.51963 -1.04162
H -0.08811 -3.50685 -3.60383
H 5.82766 0.86499 -1.95813
H 4.43090 -0.06098 1.96426
H 3.61776 1.61139 2.93497
H 1.84552 0.25453 6.64611
H 0.02167 -4.14372 -5.55788
H -0.03685 1.43766 -4.00075
H 6.26713 0.08955 0.29509
H -1.70421 2.43821 2.36246
H -4.78682 -3.87699 2.90019
H -2.60573 -3.46213 4.08038
H 3.48403 1.59071 -2.68712
H -3.24006 -1.38870 -0.40674
H -3.33405 4.43720 2.23224
H -4.07294 5.17905 -0.06565

Computed properties:
**Kohn-Sham gap (spin up / spin down)**: 5.8 / 4.3 eV
**Maximum force**: 2.8 eV/A
**Multiplicity**: 8
**E_HOMO (spin up / spin down)**: -0.47380 / -0.44577 Ha
**Net charge**: +2



4.
Density functional theory data (wB97M-V/def2-TZVPD) for a structure of composition C30H23IN3OPSZr.

Element x y z (Å)
I -1.89188 -0.02398 2.66477
Zr 0.70734 -0.94701 1.26893
S 1.67792 -1.50616 3.47212
P -0.23074 1.11855 -0.11199
O 1.77361 -1.76480 -0.12180
N -0.24008 -2.58829 4.94658
N 0.10853 -2.97979 1.48439
N -0.45394 -3.13023 2.74968
C -1.97937 2.09512 2.57197
C -1.61502 -2.18209 -2.99847
C 2.53923 -4.07246 -2.81296
C -2.68948 4.89821 0.23993
C -0.40724 -1.53977 -3.24273
C -2.34999 4.39721 -0.98233
C -1.46757 2.40485 0.08432
C 3.68622 1.98545 0.13668
C 1.77337 -2.87695 -0.88700
C 0.25322 -4.01134 0.72082
C -1.69549 3.15786 -1.04580
C -0.76431 -0.11798 -1.33001
C 2.56508 -2.93543 -2.02149
C 3.02875 2.69941 -2.06932
C 4.00984 2.52494 -1.09856
C -2.34752 2.65057 3.76414
C -1.95657 2.83602 1.35724
C 1.71914 2.32162 -1.82027
C 1.38194 1.76932 -0.58613
C 0.97227 -3.97943 -0.52124
C 0.97787 -5.12302 -1.33404
C -2.75763 3.99598 3.82675
C 1.74058 -5.16517 -2.48019
C -2.49940 4.14934 1.42726
C 0.02554 -0.52089 -2.41066
C -1.98278 -0.77005 -1.08781
C -2.87408 4.70994 2.67369
C -2.39967 -1.79872 -1.92073
C 2.37351 1.61422 0.39013
C 0.21504 -2.50974 3.68968
H 2.12665 1.28587 1.40680
H -1.94855 -2.97287 -3.65695
H -0.14846 -4.95792 1.07836
H 3.28856 3.13521 -3.02459
H 3.15705 -4.11284 -3.70037
H -0.97861 -3.24305 5.15502
H -3.03068 4.42352 4.78091
H 0.97664 -0.04149 -2.59956
H 1.73803 -6.04798 -3.10318
H -2.36887 2.05296 4.66586
H -1.33708 2.80541 -2.00645
H 0.19999 -1.83271 -4.08872
H 4.44226 1.87215 0.90153
H 0.29157 -2.20125 5.70649
H 0.96643 2.45678 -2.58653
H -2.63155 -0.44224 -0.28527
H -2.53084 4.96106 -1.88626
H 0.37813 -5.97734 -1.04526
H 3.19542 -2.09153 -2.26824
H -3.34868 -2.28443 -1.73722
H -3.26153 5.72035 2.68726
H 5.02854 2.82383 -1.30485
H -3.13063 5.88320 0.32569

Computed properties:
**Kohn-Sham gap**: 6.8 eV
**Maximum force**: 0.5 eV/A
**E_HOMO**: -0.51089 Ha
**Net charge**: +2
**Energy above the lowest of the compared OMol25 structures with the same formula, charge and spin**: 0.756 eV